Below is one molecule with the formula C5H7NO, with properties calculated with ωB97M-V with the def2-TZVPD basis set.

Structure (XYZ):
```
14
C5H7NO (ωB97M-V with the def2-TZVPD basis set)
O 1.7725 1.6052 -1.2280
C 1.1679 0.6888 -0.7491
C 1.5082 -0.4575 0.2139
N 0.1469 -1.0127 0.0202
C -0.8255 -0.4184 0.9830
C -1.4303 0.4690 -0.1202
C -0.2178 0.0626 -0.9728
H 2.2990 -1.1191 -0.1571
H 1.7454 -0.1663 1.2441
H -0.3318 0.1587 1.7767
H -1.4873 -1.1538 1.4486
H -1.6012 1.5262 0.0920
H -2.3403 0.0328 -0.5395
H -0.4068 -0.1964 -2.0204
```

The calculation puts the highest occupied orbital energy at -9.46 eV. As for the largest force on an atom: 0.56 eV/Å. For the HOMO-LUMO gap, the calculation gives 10.278 eV. The relative energy (zero: lowest compared OMol25 entry of this formula, charge and spin) is 2.347 eV. The structure (SMILES) is O=C1CN2CC[C@@H]12.

These are the natural (NBO) partial charges, in e, on atoms 1 to 8: -0.50, 0.58, -0.36, -0.40, -0.23, -0.42, -0.16, 0.23